9 unconnected molecules or ions with the total composition C8H32N11O11 in a non-equilibrium geometry, computed with wB97M-V/def2-TZVPD.

Structure (ORCA input):
```
! wB97M-V def2-TZVPD RIJCOSX def2/J DEFGRID3
* xyz -1 1
N -4.327 0.609 -20.340
O -4.386 0.531 -21.548
O -5.326 0.367 -19.738
O -3.318 1.023 -19.825
C -7.018 -2.543 -25.801
O -6.569 -3.032 -24.580
H -7.869 -1.873 -25.677
H -6.211 -2.028 -26.321
H -7.268 -3.338 -26.503
H -6.007 -2.346 -24.211
C 0.894 -1.477 -23.235
O 2.039 -1.716 -22.417
H 0.828 -0.524 -23.760
H 0.860 -2.267 -23.985
H -0.015 -1.672 -22.667
H 2.179 -0.901 -21.928
C -8.878 2.853 -22.934
O -8.289 3.511 -21.836
H -8.092 2.882 -23.689
H -9.102 1.800 -22.761
H -9.795 3.368 -23.220
H -7.678 2.874 -21.459
C -10.325 -4.083 -19.697
O -11.117 -4.858 -19.131
N -9.870 -4.233 -20.922
N -9.940 -2.994 -19.108
H -10.088 -5.071 -21.442
H -9.076 -3.664 -21.180
H -10.262 -2.757 -18.181
H -9.047 -2.650 -19.432
C -4.620 1.173 -13.341
O -4.821 1.431 -12.193
N -5.474 1.021 -14.320
N -3.487 1.087 -13.866
H -6.421 1.097 -13.978
H -5.294 0.883 -15.305
H -3.385 0.987 -14.866
H -2.680 1.142 -13.262
C -2.024 4.253 -26.004
O -1.766 5.002 -26.927
N -2.980 3.328 -26.012
N -1.428 4.416 -24.837
H -3.003 2.755 -25.181
H -3.634 3.211 -26.773
H -0.687 5.102 -24.833
H -1.674 4.019 -23.941
C -0.989 6.934 -17.405
O -0.518 6.464 -16.343
N -1.176 6.346 -18.536
N -1.307 8.227 -17.541
H -1.191 5.338 -18.477
H -1.515 6.865 -19.334
H -0.833 8.878 -16.931
H -1.730 8.462 -18.427
C 3.213 2.284 -18.121
O 3.406 2.207 -19.320
N 2.118 1.879 -17.500
N 4.181 2.566 -17.313
H 1.344 1.600 -18.086
H 2.060 1.723 -16.504
H 4.971 3.083 -17.672
H 3.942 2.729 -16.345
*
```

Values from the calculation:
LUMO: 0.070 Ha
energy: -1753.96617 hartree
relative energy (zero: lowest compared OMol25 entry of this formula, charge and spin): 123.8 kcal/mol
molar mass: 458.410 g mol⁻¹
frontier orbital gap: 6.90 eV



A molecular structure, CuH10O5, computed with wB97M-V/def2-TZVPD.

Structure (ORCA input):
```
! wB97M-V def2-TZVPD RIJCOSX def2/J DEFGRID3
* xyz 1 1
Cu 0.315 -0.284 0.220
O -1.694 -1.298 -0.361
H -2.201 -0.996 -1.123
H -2.077 -2.148 -0.117
O -0.961 1.256 1.202
H -1.399 0.961 2.011
H -0.411 2.007 1.467
O 1.995 -0.163 -1.124
H 2.398 0.707 -1.235
H 2.152 -0.635 -1.949
O 1.217 -1.783 1.586
H 1.449 -2.678 1.316
H 1.519 -1.694 2.496
O -0.448 2.446 -1.354
H -0.777 2.319 -2.250
H -1.078 1.984 -0.787
*
```

Values from the calculation:
LUMO: -0.128 Ha
energy: -2022.46143 hartree
relative energy (zero: lowest compared OMol25 entry of this formula, charge and spin): 3.0 kcal/mol
molar mass: 153.621 g mol⁻¹
frontier orbital gap: 9.48 eV



A single C4H7N3O molecule in a non-equilibrium geometry, computed with wB97M-V/def2-TZVPD.

Structure (ORCA input):
```
! wB97M-V def2-TZVPD RIJCOSX def2/J DEFGRID3
* xyz 0 1
C 1.039 -0.065 -0.084
C -0.722 1.339 -0.007
C -1.300 -0.088 -0.082
C -2.480 -0.638 -0.250
H 2.832 0.912 -0.033
H 2.376 -1.392 0.630
H -0.802 1.698 1.082
H -1.228 2.027 -0.749
H -2.498 -1.712 -0.093
H -3.355 0.040 -0.137
H -0.035 -1.805 0.065
N 2.216 -0.761 -0.124
N 0.733 1.191 -0.081
N -0.093 -0.819 0.063
O 3.316 0.072 -0.200
*
```

Values from the calculation:
SMILES: C=C1CN=C(NO)N1
LUMO: 0.029 Ha
energy: -396.02464 hartree
relative energy (zero: lowest compared OMol25 entry of this formula, charge and spin): 77.7 kcal/mol
molar mass: 113.120 g mol⁻¹
frontier orbital gap: 9.18 eV



Question: Which of these has the highest relative energy (zero: lowest compared OMol25 entry of this formula, charge and spin)?
Answer: C8H32N11O11